[1]
123
Properties=species:S:1:pos:R:3 method="wB97M-V/def2-TZVPD" lumo_energy_ev="-3.60 / -2.95" homo_energy_ev="-10.3 / -10.4" s2=2.021 multiplicity=3 orbital_gap_ev="6.7 / 7.4" total_charge=+1 e_tot_ha=-9368.62512
V -0.2845 0.4292 0.0709
C 2.4579 0.5912 -3.7487
C 2.1056 0.9085 -2.2997
C 2.8611 2.1500 -1.8308
C 2.3803 -0.3157 -1.4250
C 3.8631 -0.5146 -1.1102
O 3.9259 -0.4787 0.3303
C 2.6949 -0.3540 0.8048
N 1.7518 -0.2396 -0.0679
C 2.6302 -0.5404 2.2794
C 3.8275 -0.9232 2.8812
C 3.8747 -1.2903 4.2158
C 2.7107 -1.3239 4.9594
C 1.5160 -0.9354 4.3723
C 1.4589 -0.4968 3.0531
P -0.1546 0.1060 2.4532
C -1.2650 -1.2039 3.0866
C -0.9211 -2.5426 2.9114
C -1.7479 -3.5490 3.3806
C -2.9355 -3.2256 4.0254
C -3.2849 -1.8959 4.2036
C -2.4502 -0.8857 3.7420
C -0.6282 1.5757 3.4186
C -1.5408 2.4631 2.8533
C -1.9737 3.5716 3.5675
C -1.4976 3.8052 4.8468
C -0.5827 2.9273 5.4131
C -0.1492 1.8196 4.7046
H 2.1585 1.4054 -4.4059
H 1.9649 -0.3154 -4.0921
H 3.5369 0.4624 -3.8628
H 1.0255 1.1234 -2.2632
H 3.8781 2.1662 -2.2283
H 2.9323 2.2137 -0.7468
H 2.3650 3.0502 -2.1900
H 1.9608 -1.2062 -1.9045
H 4.4964 0.2929 -1.4726
H 4.2669 -1.4723 -1.4355
H 4.7317 -0.9482 2.2937
H 4.8178 -1.5751 4.6597
H 2.7223 -1.6508 5.9887
H 0.6071 -0.9866 4.9550
H 0.0075 -2.8063 2.4169
H -1.4722 -4.5843 3.2355
H -3.5816 -4.0111 4.3916
H -4.2062 -1.6387 4.7061
H -2.7356 0.1475 3.8838
H -1.9267 2.3097 1.8563
H -2.6797 4.2494 3.1083
H -1.8301 4.6705 5.4018
H -0.2003 3.1065 6.4076
H 0.5847 1.1719 5.1590
O 1.8206 2.3246 1.8985
C 1.1686 2.9453 1.0856
N 0.2003 2.3449 0.2636
S -0.5885 3.4993 -0.6668
O -1.8294 3.9061 -0.0742
O -0.5878 3.0330 -2.0278
C 0.5676 4.7678 -0.3268
C 0.6048 6.0394 -0.8638
C 1.5171 6.9239 -0.3025
C 2.3344 6.5448 0.7623
C 2.2715 5.2611 1.2870
C 1.3718 4.3765 0.7198
H -0.0394 6.3331 -1.6780
H 1.5898 7.9264 -0.6997
H 3.0232 7.2630 1.1810
H 2.9005 4.9476 2.1077
C -0.8480 -3.6274 -0.3606
C -1.4910 -4.7464 -1.1643
As -1.4751 -6.3637 -0.0424
C -2.1860 -7.6408 -1.3333
C -3.0516 -7.2782 -2.3581
C -3.5580 -8.2422 -3.2223
C -3.2060 -9.5720 -3.0670
C -2.3484 -9.9419 -2.0398
C -1.8444 -8.9827 -1.1772
C 0.4233 -6.7713 -0.2575
C 1.0153 -6.9089 -1.5121
C 2.3634 -7.2048 -1.6222
C 3.1358 -7.3714 -0.4780
C 2.5559 -7.2419 0.7720
C 1.2012 -6.9438 0.8799
P -1.2686 -1.9016 -0.8186
C -3.0869 -2.0179 -0.7797
C -3.8906 -2.1112 -1.9068
C -5.2537 -2.3438 -1.7709
C -5.8181 -2.4897 -0.5140
C -5.0177 -2.3922 0.6176
C -3.6613 -2.1536 0.4851
C -0.8860 -1.7332 -2.5947
C -0.0866 -2.6514 -3.2729
C 0.1176 -2.5274 -4.6395
C -0.4565 -1.4738 -5.3371
C -1.2052 -0.5219 -4.6586
C -1.4171 -0.6485 -3.2943
H 0.2439 -3.7335 -0.3476
H -1.1776 -3.6803 0.6817
H -0.9649 -4.9449 -2.0978
H -2.5338 -4.5247 -1.4107
H -3.3491 -6.2475 -2.4986
H -4.2281 -7.9476 -4.0185
H -3.6004 -10.3200 -3.7401
H -2.0714 -10.9790 -1.9112
H -1.1697 -9.2859 -0.3840
H 0.4155 -6.8101 -2.4101
H 2.8126 -7.3194 -2.5997
H 4.1857 -7.6141 -0.5655
H 3.1513 -7.3806 1.6641
H 0.7510 -6.8507 1.8625
H -3.4686 -2.0204 -2.8998
H -5.8711 -2.4137 -2.6549
H -6.8784 -2.6734 -0.4146
H -5.4477 -2.4964 1.6035
H -3.0489 -2.0756 1.3771
H 0.3596 -3.4840 -2.7455
H 0.7202 -3.2594 -5.1602
H -0.3105 -1.3878 -6.4041
H -1.6364 0.3145 -5.1895
H -2.0197 0.0962 -2.7816
Se -4.9152 1.4998 -0.2227
C -3.2498 1.0948 -0.1022
N -2.1026 0.8137 -0.0225

---

[2]
14
Properties=species:S:1:pos:R:3 method="wB97M-V/def2-TZVPD" lumo_energy_ev=0.70 homo_energy_ev=-9.2 multiplicity=1 orbital_gap_ev=9.9 smiles="OCC(=CF)CO" e_tot_ha=-406.90178
O 1.6184 -0.7875 -1.1377
C 1.3314 -0.5331 0.1860
C -0.1446 -0.2123 0.2706
C -0.9510 -0.7501 1.1974
F -0.4713 -1.5861 2.1315
C -0.5802 0.8515 -0.6293
O -1.9937 0.8856 -0.6006
H 2.5247 -0.5740 -1.3520
H 1.4686 -1.3943 0.8454
H 1.9575 0.3172 0.5993
H -2.0423 -0.5894 1.2914
H -0.2472 1.8268 -0.2569
H -0.1819 0.7481 -1.6891
H -2.2886 1.7976 -0.8559

---

[3]
14
Properties=species:S:1:pos:R:3 method="wB97M-V/def2-TZVPD" lumo_energy_ev="-4.92 / -8.23" homo_energy_ev="-12.9 / -12.8" s2=0.754 multiplicity=2 orbital_gap_ev="7.9 / 4.5" total_charge=+1 e_tot_ha=-990.36523
C -0.8585 1.4225 -0.2673
S -1.5358 -0.2437 -0.5054
S -1.4352 -1.0594 1.3312
H 0.1499 1.4673 -0.6744
H -0.8324 1.6674 0.7847
H -1.5181 2.0909 -0.8226
H -1.5022 0.1233 1.9702
C 2.1397 -0.7311 -1.1412
C 2.6697 0.4393 -0.8002
O 2.4357 1.1598 0.3285
H 2.3861 -1.1384 -2.1031
H 1.5860 -1.3077 -0.4478
H 3.3256 0.9644 -1.4655
H 2.0404 0.5823 0.9923

---

[4]
12
Properties=species:S:1:pos:R:3 method="wB97M-V/def2-TZVPD" lumo_energy_ev=0.66 homo_energy_ev=-9.0 multiplicity=1 orbital_gap_ev=9.6 e_tot_ha=-699.75330
C -0.2880 0.3832 0.5143
N 1.3926 0.9998 -0.2874
N -1.3336 0.7496 -0.2378
O 0.4048 -1.3706 -1.2315
O -0.1849 -2.3280 1.0309
S 0.7493 -1.0914 0.1564
H -0.1704 0.7449 1.4409
H 0.8078 1.5887 -0.8997
H 2.1674 1.4239 0.2738
H -0.2109 -2.9608 0.4220
H -1.5311 0.1525 -1.0475
H -1.8030 1.7082 -0.1346

---

[5]
108
Properties=species:S:1:pos:R:3 method="wB97M-V/def2-TZVPD" lumo_energy_ev="-3.82 / -3.82" homo_energy_ev="-9.9 / -9.9" multiplicity=1 orbital_gap_ev="6.1 / 6.1" total_charge=+1 e_tot_ha=-4845.66160
Ir -0.2503 -0.0211 -0.4634
C 1.7518 2.8099 1.3400
C 0.5901 3.4381 0.6000
C 0.0879 4.6074 1.4685
C 1.0874 3.9690 -0.7471
P -0.6910 2.0884 0.3318
C -1.3018 1.8523 2.0997
N -1.0291 0.4768 2.4303
B -0.5042 -0.4244 1.4585
N -0.4744 -1.7147 2.0650
C -0.2481 -2.8779 1.2406
P -1.1977 -2.5397 -0.3427
C -0.5185 -3.8754 -1.4944
C -0.5051 -5.2593 -0.8417
C 0.9206 -3.4465 -1.8147
C -1.2675 -3.9681 -2.8316
C -2.9739 -2.8833 0.2018
C -3.8368 -3.2172 -1.0188
C -3.5332 -1.6018 0.8293
C -3.0873 -4.0064 1.2349
C -0.9892 -1.6031 3.3545
C -1.1744 -2.5485 4.3471
C -1.7195 -2.1336 5.5589
C -2.0633 -0.8051 5.7769
C -1.8707 0.1576 4.7902
C -1.3326 -0.2461 3.5825
C -2.1742 2.7281 -0.6192
C -3.1640 1.5606 -0.6307
C -1.8054 3.0493 -2.0728
C -2.8448 3.9588 -0.0070
H 2.4724 3.5946 1.5849
H 2.2477 2.0830 0.7270
H 1.4443 2.3306 2.2737
H 0.7818 5.4407 1.3388
H 0.0924 4.3561 2.5284
H -0.9011 4.9691 1.2115
H 2.0158 4.5209 -0.5857
H 0.3765 4.6516 -1.2089
H 1.3023 3.1547 -1.4462
H -2.3684 2.0877 2.1682
H -0.7762 2.5454 2.7576
H -0.5572 -3.7967 1.7359
H 0.8093 -2.9668 0.9819
H 0.0105 -5.2641 0.1188
H 0.0243 -5.9534 -1.4992
H -1.5114 -5.6522 -0.6992
H 1.5732 -3.4519 -0.9411
H 0.9568 -2.4460 -2.2522
H 1.3355 -4.1465 -2.5426
H -2.1870 -4.5420 -2.7602
H -0.6252 -4.4765 -3.5537
H -1.5103 -2.9929 -3.2467
H -3.7196 -2.4874 -1.8240
H -4.8849 -3.2072 -0.7134
H -3.6228 -4.2074 -1.4136
H -3.4110 -0.7542 0.1625
H -3.0659 -1.3676 1.7861
H -4.6028 -1.7383 1.0062
H -2.6185 -4.9357 0.9160
H -4.1487 -4.2112 1.3947
H -2.6710 -3.7119 2.1980
H -0.8978 -3.5841 4.1928
H -1.8682 -2.8587 6.3473
H -2.4802 -0.5116 6.7307
H -2.1394 1.1921 4.9636
H -2.7252 0.6757 -1.1086
H -4.0448 1.8448 -1.2102
H -3.4972 1.2839 0.3698
H -1.2290 2.2436 -2.5280
H -1.2422 3.9742 -2.1588
H -2.7285 3.1755 -2.6434
H -3.1003 3.8371 1.0463
H -3.7762 4.1385 -0.5502
H -2.2344 4.8506 -0.1189
C -0.7362 -0.7097 -4.9483
C 0.3044 0.3997 -5.1226
C 0.6856 0.7514 -3.6851
O -0.3919 0.2590 -2.8512
C -1.4372 -0.2668 -3.6819
H -0.2534 -1.6766 -4.7923
H -1.4157 -0.7929 -5.7945
H -0.1383 1.2575 -5.6295
H 1.1694 0.0761 -5.6977
H 0.7918 1.8268 -3.5210
H 1.5944 0.2504 -3.3540
H -2.1698 0.5235 -3.8843
H -1.9264 -1.0582 -3.1187
C 7.2167 2.4562 1.3888
C 5.9406 1.7816 0.9768
C 5.4759 1.8606 -0.3299
C 4.2997 1.2416 -0.7323
C 3.8599 1.4019 -2.1615
C 3.5724 0.5017 0.2156
Se 2.0717 -0.5582 -0.3425
C 4.0105 0.4186 1.5531
C 3.2898 -0.3236 2.6446
C 5.1923 1.0608 1.8992
H 7.6683 2.9944 0.5575
H 7.9395 1.7247 1.7530
H 7.0370 3.1657 2.1977
H 6.0462 2.4227 -1.0604
H 4.6088 1.9567 -2.7249
H 2.9173 1.9531 -2.2145
H 3.7067 0.4396 -2.6445
H 2.3088 -0.6779 2.3405
H 3.1688 0.3235 3.5154
H 3.8764 -1.1879 2.9620
H 5.5377 0.9944 2.9256

---

[6]
87
Properties=species:S:1:pos:R:3 method="wB97M-V/def2-TZVPD" lumo_energy_ev=0.12 homo_energy_ev=-8.7 multiplicity=1 orbital_gap_ev=8.8 e_tot_ha=-2400.61872
Pb -0.7370 -0.1463 0.6965
O 6.0502 -4.1615 -0.6973
C 4.8883 -4.4070 -0.5944
O 3.8952 -3.7391 -1.1799
B 2.6083 -4.3969 -0.8810
O 2.9219 -5.4501 0.0949
C 4.2447 -5.5588 0.2098
O 4.8419 -6.3723 0.8400
O 1.9498 -4.8812 -2.1031
C 0.7750 -4.2869 -2.2404
O -0.0173 -4.4232 -3.1207
C 0.6233 -3.2918 -1.0587
O 1.6878 -3.3962 -0.2991
O -0.2988 -2.5418 -0.8839
F -1.3632 0.6729 2.8014
C 1.3191 -0.2562 -2.4851
O 0.5465 0.5388 -1.5809
C -0.0277 1.6107 -2.2929
C -0.7472 2.5885 -1.3951
N -1.7619 1.8869 -0.5915
C -2.2644 2.7371 0.5244
C -3.0353 3.9443 0.0626
O -4.3794 3.5046 -0.1982
C -5.2090 4.5227 -0.6953
H 1.9979 0.3487 -3.0873
H 0.6305 -0.7806 -3.1581
H 1.8834 -0.9753 -1.9015
H -0.6685 1.2344 -3.1135
H 0.6885 2.0959 -2.9764
H -1.2322 3.2770 -2.1004
H -0.0582 3.1920 -0.8047
H -2.5661 1.7211 -1.1926
H -1.3918 2.9904 1.1249
H -2.9517 2.1259 1.1090
H -2.7149 4.3433 -0.9098
H -3.1057 4.7674 0.7816
H -6.2255 4.1561 -0.5749
H -5.0561 4.7004 -1.7708
H -5.0380 5.4903 -0.2127
C 0.7307 -2.9838 2.5931
O -0.4170 -2.3634 1.9909
C -1.5386 -3.1991 2.1449
C -2.7247 -2.6746 1.3541
N -2.9578 -1.2307 1.4574
C -4.1774 -0.8582 0.7372
C -4.1522 -1.2387 -0.7297
O -2.9422 -0.7415 -1.2746
C -2.9185 -0.7731 -2.6822
H 0.5117 -3.2006 3.6417
H 1.5600 -2.3118 2.4183
H 0.8909 -3.9538 2.1191
H -1.8722 -3.1884 3.1975
H -1.3567 -4.2610 1.9525
H -3.6164 -3.2657 1.6129
H -2.5935 -2.9226 0.2982
H -3.0448 -0.8935 2.4144
H -4.2981 0.2311 0.7812
H -5.1089 -1.1825 1.2233
H -5.0240 -0.7462 -1.1805
H -4.2084 -2.3147 -0.9210
H -3.3691 0.1329 -3.1283
H -3.5066 -1.5884 -3.1083
H -1.8815 -0.7467 -3.0102
C 5.0172 0.9907 -1.6506
O 3.8080 0.7436 -0.9598
C 4.0506 0.4181 0.3864
C 2.8288 -0.2179 1.0023
N 1.7264 0.7551 1.2782
C 1.9991 1.3998 2.5682
C 1.4832 2.8444 2.5782
O 1.8710 3.4526 1.3605
C 1.3354 4.7297 1.1557
H 4.7873 1.2944 -2.6699
H 5.6092 0.0709 -1.6818
H 5.5900 1.7926 -1.1721
H 4.3862 1.3100 0.9349
H 4.8681 -0.3109 0.4915
H 3.1059 -0.7976 1.8835
H 2.4232 -0.9778 0.3248
H 1.9140 1.4925 0.5965
H 3.0663 1.5911 2.7555
H 1.5818 0.8367 3.4000
H 1.9297 3.3978 3.4088
H 0.3859 2.8059 2.6398
H 1.5599 5.3806 2.0106
H 0.2391 4.7163 1.0605
H 1.7467 5.1723 0.2516